Density functional theory data (ωB97M-V/def2-TZVPD) for a single C21H21FN2O3 molecule.

```
48
Properties=species:S:1:pos:R:3:forces:R:3:mulliken_charge:R:1
C 2.3880 -2.0169 -2.9085 -0.2 0.7 -0.2 -0.859
C 4.0477 1.1027 -0.7846 -1.1 0.0 -0.4 -0.608
H 3.8886 2.2884 0.9666 0.4 -0.7 -0.3 0.293
H 4.9579 -1.3731 0.4759 -0.3 0.3 1.8 0.041
C 3.4245 -1.3079 -1.8649 -0.8 -0.8 0.5 -0.592
C -3.5730 -0.1350 0.3259 0.2 1.5 3.3 0.435
F -1.4545 -0.7201 3.7359 -2.3 1.1 -2.4 -0.278
H -5.4935 2.9151 3.7463 0.4 -0.1 -1.6 0.336
H 5.1186 0.7412 -1.0299 -1.8 0.7 0.2 0.264
C -1.6700 -0.8435 -3.2058 2.8 -1.6 2.8 -0.731
C 2.8952 0.0980 -1.2980 -0.1 -0.2 0.2 -0.167
H 3.7779 -1.2528 1.9509 1.6 0.2 -0.7 0.230
H 3.4651 -2.0284 -0.9606 0.2 1.1 -1.4 0.147
C 4.9250 0.6088 1.4763 2.3 1.0 1.0 0.317
C -5.3073 2.8133 2.6235 0.5 -1.2 -1.2 -0.790
C -0.1807 -1.1789 -3.5612 -0.4 -0.6 3.0 -0.595
H 0.2570 -1.0329 -4.6174 -1.1 -0.1 1.8 0.252
H -2.3940 -0.4362 -3.9801 1.1 -0.7 1.2 0.357
C -2.5457 -0.7177 1.3720 -0.5 0.9 0.4 0.240
C -1.0961 -1.6639 -0.7108 1.1 0.3 -1.5 0.389
O -4.6323 -0.9426 -1.8168 3.7 0.9 2.3 -0.515
C -4.3337 1.5596 2.2648 1.3 -1.9 -0.5 0.679
C -3.5765 -0.7591 -1.1651 -1.1 -0.1 -1.0 0.164
C -1.5994 -1.8987 0.8069 -0.1 -1.1 0.7 -0.096
H 2.5743 -3.1521 -2.9722 -0.3 1.7 0.3 0.319
C 0.3711 -2.0030 -1.0421 -2.4 1.6 -3.4 -0.418
H 5.6390 -1.4395 2.2531 -1.3 0.9 -1.2 0.305
C 4.8276 -1.0056 1.5596 -0.1 1.2 -0.3 -0.485
C -2.4032 -0.2009 2.8156 -2.3 1.6 -1.8 0.259
H 1.1324 -2.3986 -0.2946 -1.5 0.6 -0.9 0.381
C 0.8461 -1.7289 -2.5056 -2.8 0.4 0.6 0.484
O -1.3118 -2.9229 1.4654 -0.7 3.6 -2.2 -0.514
H -5.2424 1.4982 0.0848 1.2 -0.8 1.1 0.313
C -2.1049 -1.0840 -1.7436 2.4 -0.6 -0.3 0.479
H -3.2019 1.3790 4.3585 -0.3 -0.7 -2.0 0.320
H 4.4815 -1.2609 -2.3124 -1.6 0.0 0.5 0.406
H -6.2995 2.5697 2.0841 1.5 0.5 1.1 0.306
H 2.6246 -1.6041 -3.9636 -0.7 -0.6 1.6 0.296
N 3.8772 1.2912 0.7062 1.8 -0.4 0.5 -0.272
C -3.3208 0.9743 3.2872 -0.1 -1.4 -3.5 -0.654
H -3.7910 4.2340 2.2584 -0.7 -0.3 -0.2 0.255
N -4.7747 4.0659 2.0097 -0.1 -0.4 0.4 -0.558
H -4.8574 4.0620 0.9858 0.1 -0.2 0.7 0.278
H 2.2444 -0.1415 -0.3749 1.0 0.5 -1.5 0.189
C -4.4824 1.0213 0.7881 2.8 -2.0 2.2 -0.704
H 3.8213 2.1244 -1.2764 0.8 -1.7 0.8 0.307
O 5.8752 1.2511 2.0102 -3.6 -2.2 -1.5 -0.588
H 2.1864 0.6517 -2.0226 1.3 -1.0 0.9 0.384
```
Forces are in eV/Å.

Output
Calculated total energy   -33947.833 eV
Charge   0
Multiplicity   1
ΔE to the lowest compared entry with this formula, charge and spin   244.5 kcal/mol
Structure (SMILES)   CC(=O)NCCCCc1ccc2c(c1)C(=O)c1c(F)cc(CN)cc1C2=O



Density functional theory data (ωB97M-V/def2-TZVPD) for a molecular structure, C21H21IN3PtS2.

```
49
Properties=species:S:1:pos:R:3:forces:R:3:mulliken_charge:R:1
H 0.9115 -1.8227 5.1431 0.0 0.0 0.0 0.375
C 0.1785 2.5890 -2.6204 0.0 0.0 0.0 -0.273
C 0.2324 -3.0554 -2.0269 0.0 0.0 0.0 -0.281
N -0.0729 2.5836 -1.2728 0.0 0.1 0.0 0.046
N 1.0064 0.4295 -2.3044 0.0 0.0 -0.1 0.196
H -0.0567 -2.6703 3.9206 0.0 0.0 0.0 0.273
H -0.7209 -4.8486 -1.3485 0.0 0.0 0.0 0.365
H -3.2908 -1.8737 -3.0458 0.0 0.0 0.0 0.382
H 1.2166 -3.3595 -1.6997 0.0 0.0 0.0 0.297
N 0.0840 1.5808 1.4709 0.1 0.1 -0.1 0.260
C -0.8610 -3.8851 -1.8225 0.0 0.0 0.0 -0.496
H 1.3338 -3.8925 2.2715 0.0 0.0 0.0 0.345
C 1.2654 -0.9022 -2.8300 0.0 0.0 0.0 -1.504
S 2.1242 0.1306 3.7942 -0.1 0.2 -0.2 -0.507
I -2.3280 0.0238 0.8652 -0.1 0.0 0.0 0.152
C -2.1311 -3.4678 -2.1916 0.0 0.0 0.0 -0.411
C -1.1904 1.4665 1.8372 0.0 -0.1 0.3 0.071
H -2.9866 -4.1097 -2.0208 0.0 0.0 0.0 0.376
H -2.7695 2.0752 3.1411 0.0 0.0 0.0 0.423
C 1.0375 -3.1759 1.5012 -0.1 0.0 0.1 -1.146
C 0.9481 -2.3172 4.1760 0.0 0.0 0.1 -1.444
C -2.3013 -2.2148 -2.7664 0.0 0.0 0.0 -0.725
C 0.8922 2.3969 2.1634 0.1 -0.2 0.1 -0.314
H 1.4971 -3.4943 0.5664 0.0 0.0 0.0 0.174
C -1.2055 -1.3901 -2.9695 0.0 0.0 0.0 -0.099
C -0.1695 3.8290 -3.1660 0.0 0.0 0.0 -0.890
H -0.8355 4.0266 0.0630 0.0 0.0 0.0 0.342
Pt 0.6902 0.8871 -0.3403 0.1 -0.1 -0.2 0.077
C 0.4142 3.2135 3.1736 -0.1 0.0 0.0 -0.668
H -1.3233 3.7377 4.3163 0.0 0.0 0.0 0.391
C 0.7007 1.3754 -3.1331 -0.1 0.0 0.0 0.327
H -0.0502 -3.2629 1.3768 0.0 0.0 -0.1 0.143
S 2.0032 -0.8568 0.4014 0.2 0.0 0.2 -0.473
H -0.9997 5.6112 -2.1326 0.0 0.0 0.0 0.397
C 1.4874 -1.3492 3.1323 0.2 0.1 0.0 0.551
H 2.1405 -1.3195 -2.3343 0.0 0.0 0.0 0.283
C -0.9185 3.1230 3.5223 0.1 0.1 0.0 -0.264
H 0.7896 1.2029 -4.2042 0.0 0.0 0.0 0.367
C 0.0711 -1.8050 -2.6043 0.0 0.0 0.0 0.996
C -0.5529 3.7890 -0.9528 -0.1 -0.1 0.0 -0.355
H 1.0941 3.8753 3.6894 0.0 0.0 0.0 0.432
C 1.4702 -1.7650 1.8425 -0.3 0.1 -0.2 0.085
H 1.9301 2.3716 1.8722 0.0 0.1 -0.1 0.469
H -1.3517 -0.3995 -3.3855 0.0 0.0 0.0 0.283
C -0.6369 4.5960 -2.0972 0.0 0.0 0.0 -0.694
C -1.7359 2.2172 2.8641 0.0 -0.2 0.0 -0.560
H 1.4607 -0.8188 -3.9054 0.1 0.0 0.0 0.507
H 1.5892 -3.2002 4.2701 0.0 0.0 0.0 0.291
H -0.0800 4.1253 -4.1998 0.0 0.0 0.0 0.431
```
Forces are in eV/Å.

Output
Calculated total energy   -59607.906 eV
Charge   -1
Multiplicity   1
ΔE to the lowest compared entry with this formula, charge and spin   17.9 kcal/mol



Density functional theory data (ωB97M-V/def2-TZVPD) for a molecular structure, C21H21IN3PtS2.

```
49
Properties=species:S:1:pos:R:3:forces:R:3:mulliken_charge:R:1
H 4.5541 -1.9937 -1.3392 0.0 0.0 0.0 0.439
N 0.0245 -0.1422 2.3088 0.1 0.0 0.5 0.216
S -0.6551 2.2069 -0.0507 0.1 -0.2 -0.1 -0.538
H -1.9919 4.4985 -0.4398 0.0 0.0 0.0 0.367
C 1.2816 -0.2524 2.7534 -0.3 -0.1 0.0 -0.120
H 0.8710 0.6351 5.9813 0.0 0.0 0.0 0.378
C -0.5299 -3.1337 -0.3704 0.2 0.1 0.1 -1.722
H -1.3973 -2.9394 -1.0015 0.0 0.0 0.0 0.377
C -2.1133 2.4383 -0.9990 -0.1 -0.2 -0.1 0.594
H -0.0611 -4.0691 -0.7043 0.0 0.0 0.0 0.495
C -0.3532 -3.6457 3.3844 0.0 0.0 0.0 -0.580
I -2.8576 0.5172 2.4214 0.0 0.0 0.0 0.098
C -2.6650 1.4276 -1.6860 0.0 0.1 0.1 0.589
H -3.7627 1.1774 -3.5148 0.0 0.0 0.0 0.299
H -1.4676 0.8428 5.1371 0.0 0.0 0.0 0.394
H 1.0351 -3.6993 1.7545 0.0 0.0 0.0 0.352
H 3.0913 1.9404 -0.3303 0.0 0.0 0.0 0.464
C 0.0009 -3.5610 2.0504 0.0 0.0 -0.1 -0.279
H 1.9917 -3.2830 -0.8891 0.0 0.0 0.0 0.333
S -1.9460 -0.1744 -1.7105 -0.2 -0.2 0.3 -0.559
C 3.1891 0.8797 -0.5132 -0.2 0.3 0.2 -0.688
C 0.6376 0.4116 4.9479 0.1 0.0 -0.1 -0.300
C -3.9206 1.5525 -2.4997 0.0 0.0 0.0 -1.434
C -2.6252 -3.1401 2.8055 -0.1 0.0 0.0 -0.584
H -3.6370 3.8678 -0.4295 0.0 0.0 0.0 0.292
C 1.6547 -2.2598 -0.7136 0.1 0.0 0.3 -0.056
H -2.9975 -2.7714 0.7186 0.0 0.0 0.0 0.317
N 0.4085 -2.0304 -0.4987 -0.6 0.2 -0.2 0.068
Pt -0.1872 -0.0153 -0.2872 0.9 0.2 -1.2 1.474
H 2.0138 -0.5573 2.0145 0.0 0.0 0.0 0.284
H -4.2565 2.5883 -2.5677 0.0 0.0 0.0 0.358
C -0.9057 0.2486 3.1525 0.1 0.0 -0.2 -0.215
C 1.6336 0.0165 4.0606 0.0 0.0 0.2 -0.921
C 3.9457 -1.1572 -1.0259 0.0 -0.2 0.0 -1.040
H -4.7302 0.9598 -2.0636 0.0 0.0 0.0 0.250
C -0.9515 -3.2594 1.0783 0.0 -0.1 0.0 1.094
C -0.6610 0.5305 4.4895 0.0 0.0 0.2 -0.559
C 2.5868 -1.1986 -0.6736 0.3 0.3 -0.2 0.141
H -1.9533 -3.4898 4.8109 0.0 0.0 0.0 0.384
H 5.3023 0.5933 -1.1264 0.0 0.0 0.0 0.404
C -2.6807 3.8326 -0.9606 0.0 0.1 0.0 -1.616
H 2.6654 -0.0764 4.3723 0.0 0.0 0.0 0.446
H 0.3998 -3.8666 4.1315 0.0 0.0 0.0 0.395
C -2.2643 -3.0481 1.4671 0.0 0.0 -0.1 -0.437
C -1.6737 -3.4355 3.7656 0.0 0.0 0.1 -0.390
N 2.1433 0.0676 -0.3537 -0.4 -0.5 0.3 -0.461
H -2.8409 4.2395 -1.9630 0.0 0.0 0.0 0.351
C 4.3282 0.1747 -0.9227 0.2 0.0 0.0 -0.535
H -3.6491 -2.9458 3.0989 0.0 0.0 0.0 0.384
```
Forces are in eV/Å.

Output
Calculated total energy   -59608.683 eV
Charge   -1
Multiplicity   1
ΔE to the lowest compared entry with this formula, charge and spin   0.0 kcal/mol



Density functional theory data (ωB97M-V/def2-TZVPD) for a molecular structure, C21H21IrN7O2S3.

```
55
Properties=species:S:1:pos:R:3:forces:R:3:mulliken_charge:R:1
C 3.3390 1.1298 3.4973 -0.2 0.0 -0.1 -0.781
S 1.7520 -4.5740 -2.4940 -0.3 0.5 0.5 -0.052
H 1.5545 1.4203 2.3309 -0.1 0.1 0.0 0.402
H -0.3778 -3.3790 -2.6420 -0.2 0.1 -0.2 0.319
H -1.8505 -3.5649 3.9624 0.1 -0.1 0.0 0.440
C 3.7794 -1.1608 2.0463 -0.6 0.8 0.2 0.379
C 2.7246 -3.9425 -1.2394 -0.5 0.4 0.1 -0.565
N -2.3360 -1.3701 -0.8954 1.3 0.7 0.3 -0.666
C 4.7068 -0.8234 3.0200 0.0 0.1 0.1 -1.191
C 0.4667 4.2418 -3.1958 0.0 -0.4 -0.1 -0.798
N 1.9043 -0.9618 0.8054 -1.2 0.1 -1.4 0.099
C 2.4126 0.7978 2.5310 0.0 -0.1 0.0 -0.510
N 0.8459 -2.6211 -1.1274 -0.5 1.9 0.9 0.024
H -2.8854 -1.4150 -0.0400 0.2 0.0 0.0 0.250
S -0.3716 4.2924 -1.6077 0.2 -0.4 0.3 0.081
C -0.1189 2.7085 -0.9224 0.2 0.3 -0.4 0.416
Ir -0.0685 -0.5888 -0.2395 -2.4 -1.7 3.1 3.108
H 3.2062 2.0280 4.0823 0.0 0.0 0.0 0.452
C -1.7653 -2.5584 3.5879 0.0 0.3 0.0 -0.910
H -1.9354 -1.3824 -3.5873 -0.1 -0.1 0.0 0.273
H 4.3832 -2.9422 1.0598 -0.1 -0.1 0.0 0.237
C 2.6303 -0.3718 1.8053 0.7 0.3 0.7 0.543
C 2.5733 -2.0484 0.4360 -0.1 0.3 0.2 0.260
C 4.4583 0.3272 3.7432 0.1 -0.2 -0.1 -0.525
H -1.6134 2.1431 2.4906 -0.2 0.1 -0.3 0.455
C -2.3699 -0.4536 -3.2180 0.6 0.6 0.1 -0.609
C -3.1292 -0.6686 -1.9140 -0.5 0.3 -0.7 -0.744
H 1.5328 4.0498 -3.0931 0.0 0.1 0.0 0.298
C -1.1137 -2.3111 2.3880 0.1 -0.6 0.2 -0.190
C -1.5238 -0.0434 2.5377 -0.1 -0.5 0.4 1.063
H -0.0067 3.4745 -3.8094 0.1 0.1 0.1 0.261
C 0.5486 -3.4182 -2.1056 0.0 -0.5 -0.5 -0.304
N 3.7033 -2.2057 1.1567 -0.3 -0.1 -0.3 0.009
O -0.1884 0.0397 -2.4780 2.2 -1.2 1.1 -0.822
H 5.5821 -1.4264 3.1986 0.1 -0.1 0.1 0.448
C 2.0892 -2.8946 -0.6224 0.6 -0.9 -0.4 -0.212
S 1.1373 1.6318 -1.4470 0.3 0.2 -0.3 -0.110
H -3.4227 0.3018 -1.5111 -0.1 -0.1 0.0 0.414
N -0.9967 -1.0946 1.8759 0.9 0.2 -1.7 -0.063
C -2.1796 -0.2137 3.7632 0.3 0.0 -0.5 -0.996
C -2.3038 -1.4857 4.2909 0.1 -0.2 -0.2 -0.343
H 5.1464 0.6185 4.5190 0.1 0.0 0.1 0.424
N -0.8696 2.4818 0.1111 -1.0 1.2 0.3 -1.701
C -1.2396 0.5733 -2.9620 -2.4 0.3 -0.9 0.559
C -1.3890 1.2454 1.9232 0.2 0.3 -0.7 -0.849
H -2.5851 0.6439 4.2746 0.0 0.1 0.0 0.512
H -4.0383 -1.2373 -2.1444 0.1 0.1 0.2 0.454
H -2.8148 -1.6449 5.2281 0.0 0.0 0.1 0.473
N -0.9597 1.3220 0.6980 1.8 -2.3 -0.4 0.873
O -1.4173 1.7540 -3.1684 0.1 -0.1 0.1 -0.522
H 0.3031 5.2215 -3.6387 0.0 0.1 0.1 0.404
H -0.6556 -3.1163 1.8263 0.0 0.0 0.0 0.510
H -2.1813 -2.3295 -1.1993 0.1 0.1 0.1 0.224
H 3.6927 -4.3510 -1.0251 0.2 -0.1 0.0 0.414
H -3.0356 -0.0370 -3.9731 0.0 -0.1 0.1 0.386
```
Forces are in eV/Å.

Output
Calculated total energy   -71971.828 eV
Charge   +2
<S²>   0.8948
Multiplicity   2
ΔE to the lowest compared entry with this formula, charge and spin   1.4 kcal/mol